ORCA calculation (ωB97M-V/def2-TZVPD) on a molecular structure, C30H37AsO6Ru.

Atoms and positions in Å:
Ru (-1.483, -0.071, 0.185)
C (-1.309, -1.872, -2.509)
C (-0.715, -0.558, -2.929)
O (-1.368, 0.472, -2.163)
C (-0.867, 1.787, -2.459)
C (-1.440, 2.728, -1.439)
O (-0.940, 2.298, -0.168)
C (-1.369, 3.106, 0.935)
C (-0.917, 2.404, 2.197)
O (-1.607, 1.159, 2.352)
C (-2.941, 1.302, 2.883)
C (-3.850, 0.393, 2.104)
O (-3.672, 0.757, 0.718)
C (-4.628, 0.191, -0.187)
C (-4.642, -1.322, -0.077)
O (-3.275, -1.747, 0.044)
C (-3.016, -3.081, -0.405)
C (-1.511, -3.207, -0.491)
O (-0.936, -2.062, -1.136)
H (-0.911, -2.685, -3.118)
H (-2.395, -1.830, -2.618)
H (-0.878, -0.390, -3.995)
H (0.360, -0.550, -2.719)
H (-1.172, 2.082, -3.465)
H (0.226, 1.787, -2.400)
H (-2.535, 2.693, -1.444)
H (-1.110, 3.748, -1.648)
H (-2.458, 3.210, 0.914)
H (-0.918, 4.099, 0.869)
H (-1.071, 3.045, 3.066)
H (0.141, 2.147, 2.137)
H (-3.276, 2.333, 2.770)
H (-2.939, 1.036, 3.940)
H (-4.887, 0.539, 2.410)
H (-3.566, -0.653, 2.260)
H (-4.305, 0.502, -1.182)
H (-5.623, 0.597, 0.002)
H (-5.099, -1.746, -0.972)
H (-5.206, -1.662, 0.795)
H (-3.492, -3.244, -1.375)
H (-3.412, -3.816, 0.299)
H (-1.229, -4.123, -1.012)
H (-1.080, -3.212, 0.513)
C (3.571, -1.337, 4.239)
C (3.855, -0.116, 3.635)
C (3.112, 0.319, 2.550)
C (2.100, -0.498, 2.057)
C (1.787, -1.709, 2.680)
C (2.538, -2.136, 3.758)
As (1.178, -0.099, 0.386)
C (2.194, 1.388, -0.335)
C (2.140, 2.726, 0.024)
C (2.986, 3.637, -0.592)
C (3.870, 3.209, -1.575)
C (3.933, 1.870, -1.931)
C (3.099, 0.940, -1.314)
C (3.103, -0.507, -1.565)
C (3.963, -1.177, -2.432)
C (3.898, -2.557, -2.551)
C (2.986, -3.288, -1.801)
C (2.125, -2.638, -0.926)
C (2.191, -1.262, -0.813)
H (4.151, -1.664, 5.091)
H (4.660, 0.501, 4.011)
H (3.341, 1.268, 2.084)
H (0.969, -2.317, 2.307)
H (2.323, -3.086, 4.227)
H (1.469, 3.072, 0.798)
H (2.959, 4.679, -0.301)
H (4.524, 3.924, -2.056)
H (4.640, 1.548, -2.682)
H (4.697, -0.621, -3.000)
H (4.575, -3.069, -3.222)
H (2.946, -4.364, -1.899)
H (1.433, -3.218, -0.328)

The lowest unoccupied orbital energy (spin up / spin down) comes out at -8.16 / -12.08 eV. The calculation puts the gap between HOMO and LUMO (spin up / spin down) at 0.2938 / 0.1498 Eh. As for the charge: +3. The calculation puts the total energy at -3946.349452 a.u. The HOMO energy (spin up / spin down) comes out at -16.156 / -16.151 eV. As for the spin multiplicity: 6.